## one
9
Properties=species:S:1:pos:R:3:mulliken_charge:R:1 method="wB97M-V/def2-TZVPD" lumo_ha="-0.0164 / -0.0164" multiplicity=1
C -1.38531 0.47186 0.69234 -0.05
C 0.47518 -0.98641 0.66525 -0.06
C 0.21282 0.63672 -1.35353 -0.13
N -0.46589 -0.31842 1.08404 -0.12
O 1.72661 -1.05744 1.01056 -0.36
S -1.21313 1.32017 -0.85307 0.03
Br 0.78952 1.14313 -3.06200 -0.12
H -2.30660 0.60511 1.21954 0.39
H 2.16680 -1.81472 0.59688 0.42

=====

## two
9
Properties=species:S:1:pos:R:3:mulliken_charge:R:1 method="wB97M-V/def2-TZVPD" lumo_ha="-0.0016 / -0.0018" multiplicity=1
C 0.61355 -1.42240 0.32715 -0.05
C 0.49798 0.84080 0.22746 0.32
C -1.47976 -0.01682 -0.27674 -0.09
N 1.14238 -0.21379 0.27173 -0.42
O 0.67774 2.05781 -0.07632 -0.35
S -1.00923 -1.57675 -0.23528 -0.01
Br -3.09937 0.71423 -0.10759 -0.02
H 1.15940 -2.45496 0.43704 0.30
H 1.49730 2.07187 -0.56747 0.31

=====

So which one wins? Going from most stable to least: one, two.

=====

## one
27
Properties=species:S:1:pos:R:3:mulliken_charge:R:1 method="wB97M-V/def2-TZVPD" lumo_ha="-0.1517 / -0.1517" charge=+1 multiplicity=1
C 2.78786 0.02997 1.04533 -0.61
C 1.31772 0.33900 1.34430 -0.46
C 2.94239 -0.15187 -0.27405 -0.59
C 0.78438 0.40790 -0.12243 0.30
C -1.61101 -1.75218 0.70511 -0.81
C -2.08974 2.67516 -0.20255 -1.20
C -0.32848 0.96354 -0.56412 -0.65
C -1.01790 -1.96490 -0.67336 0.11
N 1.76328 -0.14155 -0.94863 -0.03
N 0.24226 -2.43312 -1.01054 -0.25
N -1.21719 1.62322 0.21231 -0.12
H 3.53588 0.25589 1.71760 0.46
H 1.14752 1.31501 1.80726 0.37
H 3.83867 -0.20044 -0.80433 0.48
H -1.97684 -0.63167 0.71653 0.12
H -2.55668 -2.22854 0.60631 0.45
H -0.99097 -2.24740 1.46438 0.32
H -1.77414 3.68721 -0.41121 0.32
H -2.75375 2.37947 -0.98486 0.41
H -2.86887 2.60408 0.61859 0.38
H -0.53106 1.07365 -1.60406 0.45
H -1.64585 -1.70274 -1.53728 0.31
H 1.67987 -0.15836 -1.97383 0.28
H 0.48455 -2.53708 -1.99653 0.27
H 0.72319 -0.33054 2.06652 0.21
H -0.90390 1.82155 1.18588 0.26
H 1.01879 -2.69526 -0.38236 0.25

=====

## two
27
Properties=species:S:1:pos:R:3:mulliken_charge:R:1 method="wB97M-V/def2-TZVPD" lumo_ha=-0.1663 smiles="CC[N@@+]1(C(C)C)N=NC=C1C" charge=+1 multiplicity=1
C -1.62408 -1.41672 -0.07689 -0.42
C -0.85901 -0.42110 -0.63977 0.13
C -0.92205 -0.09093 -2.11100 -1.42
C -2.07750 1.68008 0.57639 -1.33
C 1.72765 -1.62182 -0.36206 -1.52
C 2.34398 0.17014 1.33636 -1.24
C -0.54901 1.56324 0.51876 -0.32
C 1.53051 -0.17831 0.11380 0.42
N -1.27821 -1.53999 1.22688 -0.24
N -0.46061 -0.75997 1.61094 -0.10
N 0.01407 0.14377 0.29516 0.86
H -2.43386 -1.99967 -0.66265 0.43
H -0.42909 0.96645 -2.21596 0.29
H -1.89233 -0.19725 -2.45968 0.52
H -0.19534 -0.62695 -2.60961 0.34
H -2.53295 1.64899 -0.48031 0.30
H -2.53907 0.93749 1.06902 0.44
H -2.34514 2.55818 1.06576 0.44
H 2.73130 -1.83827 -0.35508 0.49
H 1.27868 -2.34508 0.33514 0.36
H 1.44084 -1.90022 -1.36086 0.34
H 3.33502 0.20333 0.91970 0.42
H 2.21603 -0.67439 1.96058 0.38
H 2.12586 1.19228 1.68323 0.33
H -0.10130 1.84874 1.56704 0.37
H -0.19852 2.22171 -0.19738 0.44
H 1.69412 0.47625 -0.74750 0.31

=====

So which one wins? Going from most stable to least: one, two.

=====

## one
6
Properties=species:S:1:pos:R:3:mulliken_charge:R:1 method="wB97M-V/def2-TZVPD" lumo_ha="-0.0804 / -0.0774" multiplicity=1
N -0.99544 0.87930 -0.42786 -0.27
P -0.56686 -0.54294 -0.19765 0.38
P 1.57645 -0.39176 -0.42004 -0.16
Cl -3.27309 0.84911 -0.00640 -0.21
H 1.59476 -1.56721 0.54980 0.12
H 1.66418 0.77349 0.50215 0.14

=====

## two
6
Properties=species:S:1:pos:R:3:mulliken_charge:R:1 method="wB97M-V/def2-TZVPD" lumo_ha=-0.0132 multiplicity=1
N -0.66436 0.96245 -0.09184 -0.58
P -0.16787 -2.00899 -0.05522 -0.16
P 0.51022 -0.05419 -0.01147 0.59
Cl 2.30288 0.76865 0.00933 -0.17
H -0.44673 1.90569 0.04086 0.24
H -1.53414 -1.57361 0.10835 0.08

=====

So which one wins? Going from most stable to least: two, one.